# C5H17N2O

2 unconnected molecules or ions with the total composition C5H17N2O in a non-equilibrium geometry (ωB97M-V with the def2-TZVPD basis set, the OMol25 dataset).

Last column: Mulliken charge in e.
Cartesian coordinates (Å):
C1 -1.21770 -0.70667 -0.89899  -0.762
H1 -0.30937 1.96749 0.89420  0.358
H2 1.57193 -0.16618 2.14553  0.335
C2 0.57824 0.11716 2.50275  -1.152
C3 -0.49259 -0.57449 1.65763  -0.572
H3 -1.43928 -0.61950 2.20008  0.377
H4 1.32286 -2.68521 -1.85839  0.360
H5 -0.88436 1.88857 -0.66185  0.378
C4 0.90149 -1.69401 -1.70469  -0.898
H6 1.69100 3.20416 -1.30239  0.313
H7 1.45471 -1.41907 -0.80447  0.347
H8 -0.97769 -2.26907 -2.07030  0.278
H9 1.31632 1.89851 -1.79277  0.296
H10 -1.88706 1.54068 0.62553  0.379
H11 -2.20623 -0.88465 -0.48717  0.379
O1 1.14682 2.45650 -1.02036  -0.607
H12 -1.13328 0.01535 -1.73536  0.424
N1 -0.49115 -1.91860 -1.24945  -0.380
H13 0.63905 1.20527 2.47002  0.298
H14 -0.17886 -1.61963 1.60663  0.361
N2 -0.93499 1.47272 0.25924  -0.125
H15 0.48321 -0.25573 3.52199  0.373
H16 1.00804 -1.00455 -2.54365  0.275
C5 -0.50755 0.01313 0.26427  -0.263
H17 0.54642 0.03781 -0.01805  0.226

LUMO level, eV: -3.10
Highest occupied orbital energy, hartree: -0.4769
Relative energy (zero: lowest compared OMol25 entry of this formula, charge and spin), kcal/mol: 28.6
Net charge: +1
Spin multiplicity: 1
Gap between HOMO and LUMO, eV: 9.88
E, eV: -10481.6960